Entry 1:
The following is a DFT calculation (ωB97M-V with the def2-TZVPD basis set) of C27H26PtS4SiTe as an isolated structure in a non-equilibrium geometry.

XYZ file:
```
60
Properties=species:S:1:pos:R:3
H -8.44 -1.36 3.05
H -4.89 1.64 3.37
C 3.69 -3.58 -1.13
H -3.70 -4.78 1.79
Te -1.60 -1.18 3.16
H -2.44 -6.90 -0.74
C 1.47 -3.90 0.50
H -3.31 1.25 2.66
H 2.75 -5.06 1.76
S -0.84 1.38 0.08
H -5.88 -3.97 2.14
C -7.89 -2.24 2.72
C -2.59 -5.86 -0.98
C 3.79 -4.33 0.03
C 2.68 -4.49 0.85
C -5.91 -0.72 3.04
C -6.41 -1.98 2.72
H -0.15 -3.66 -3.74
H 0.61 -4.01 1.15
S 1.68 -0.27 1.94
H -6.60 0.09 3.25
H 4.55 -3.44 -1.77
C -3.18 -3.91 2.18
C -5.50 -2.99 2.42
C -0.13 -1.68 -2.90
H -0.55 -5.32 -0.62
C -1.53 -4.96 -0.91
C -2.98 -3.19 -1.62
Si -0.31 -2.34 -1.14
H -8.24 -2.50 1.71
C -4.06 0.93 3.39
H 4.73 -4.78 0.30
C -4.04 -4.08 -1.70
C 0.18 0.10 -4.51
C 0.14 -2.18 -5.26
H 0.27 1.16 -4.73
C -4.55 -0.46 3.08
C -1.71 -3.62 -1.23
H 0.42 -0.50 -6.56
C -0.05 -2.60 -3.95
H -4.68 -6.10 -1.43
C 0.26 -0.83 -5.54
S 0.93 1.21 2.97
H -2.64 -4.20 3.08
H -5.02 -3.74 -2.02
S -0.28 2.47 1.59
H -3.14 -2.14 -1.86
C 1.35 -3.16 -0.68
H -3.60 0.98 4.38
C -4.13 -2.78 2.47
H 0.20 -2.91 -6.06
H -0.06 0.41 -2.41
H -2.44 -3.60 1.44
Pt -0.48 -1.07 0.83
H -8.13 -3.07 3.38
C -0.01 -0.33 -3.20
C -3.66 -1.51 2.83
C 2.48 -2.99 -1.49
H 2.41 -2.41 -2.40
C -3.85 -5.41 -1.37
```

Summary:
spin multiplicity: 5
HOMO (spin up / spin down): -0.2605 / -0.2954 Ha
frontier orbital gap (spin up / spin down): 7.06 / 5.49 eV

Here are the natural (NBO) charges for atoms 1 to 8, given in e:
1 H 0.2153
2 H 0.2238
3 C -0.2012
4 H 0.2255
5 Te 0.4742
6 H 0.2131
7 C -0.2255
8 H 0.2232

=====

Entry 2:
The following is a DFT calculation (ωB97M-V with the def2-TZVPD basis set) of one molecule with the formula C5H6O2.

XYZ file:
```
13
Properties=species:S:1:pos:R:3
H -1.90 -0.33 -1.46
H 2.14 1.66 -0.99
H 2.78 0.33 0.83
C -0.27 -0.34 0.58
C 2.29 -0.02 -0.08
O -3.19 0.89 -0.55
O 2.57 0.82 -1.18
C -2.34 0.05 -0.51
C 0.86 -0.16 0.21
H 2.68 -1.01 -0.33
H -1.94 -1.52 1.02
C -1.70 -0.47 0.80
H -2.01 0.12 1.67
```

Summary:
structure (SMILES): O=CCC#CCO
HOMO: -0.3651 Ha
frontier orbital gap: 10.64 eV

Here are the natural (NBO) charges for atoms 1 to 8, given in e:
1 H 0.1219
2 H 0.4679
3 H 0.1885
4 C -0.0115
5 C -0.1341
6 O -0.5016
7 O -0.6913
8 C 0.4555

=====

Entry 3:
The following is a DFT calculation (ωB97M-V with the def2-TZVPD basis set) of a 2-piece molecular cluster, C13H20O7PS overall in a non-equilibrium geometry.

XYZ file:
```
42
Properties=species:S:1:pos:R:3
C -4.86 -0.79 -0.03
H 0.97 -0.08 -2.22
H 0.45 2.61 -0.72
O -4.60 -0.55 1.27
H 3.12 -2.71 1.90
H -0.34 -0.77 1.83
C 1.92 -0.69 -0.41
C 1.98 -0.24 -1.88
C -6.33 -1.18 -0.28
H 2.62 -3.13 -1.58
O 4.54 -1.22 0.37
C -1.57 2.27 -0.16
C -0.63 0.11 1.28
O 2.59 2.23 -1.02
C 1.78 0.49 0.58
H -4.26 -1.62 -0.50
C -2.48 1.48 0.53
H -3.53 1.68 0.52
H 1.75 0.83 2.69
H -4.67 0.07 -0.74
H 1.70 -0.89 2.28
C -1.99 0.40 1.25
H -6.59 -2.09 0.27
P 3.27 -1.85 -0.01
O 3.48 -2.76 -1.33
H 3.21 0.04 2.15
O 2.12 1.89 -3.35
O 2.72 -2.91 1.05
O 4.22 1.05 -2.48
C 2.13 0.06 2.02
H 2.63 2.38 1.04
H -2.73 -0.22 1.77
H 2.43 -0.97 -2.54
H 3.76 1.24 0.37
S 2.82 1.29 -2.26
C -0.21 1.97 -0.14
H -1.93 3.11 -0.75
C 0.29 0.89 0.57
C 2.74 1.61 0.28
H -6.52 -1.37 -1.35
H -7.00 -0.38 0.04
H 1.00 -1.26 -0.31
```

Summary:
HOMO: -0.1110 Ha
frontier orbital gap: 5.11 eV
total charge: -1

Here are the natural (NBO) charges for atoms 1 to 8, given in e:
1 C -0.0140
2 H 0.2720
3 H 0.2194
4 O -0.9615
5 H 0.5172
6 H 0.1951
7 C -0.6310
8 C -0.6952

=====

no.,DFT total energy (eV)
1,-90179.3673
2,-9374.6210
3,-48264.1620